Record 1
17
Properties=species:S:1:pos:R:3:forces:R:3 method="wB97M-V/def2-TZVPD" smiles="CCN1C=C1.C" homo_ev=-8.0 e_tot_ha=-251.71392 total_charge=0 spin_multiplicity=1
C -1.82753 1.04458 -0.22823 0.0 0.1 0.0
C -1.58213 -0.45555 -0.22107 -0.2 0.0 -0.2
N -0.23085 -0.79162 0.21807 0.4 0.1 -0.7
C -0.04776 -1.53015 1.47192 0.1 0.1 0.3
C 0.20974 -0.27767 1.52792 0.0 -0.2 0.2
C 2.46792 0.28363 -0.95224 0.1 0.1 -0.1
H -2.68702 1.29907 -0.85524 0.1 0.0 0.1
H -2.01637 1.42833 0.77887 0.1 0.0 -0.1
H -0.95468 1.56738 -0.63453 -0.1 -0.1 0.0
H -2.35420 -0.99025 0.34595 0.0 0.1 0.1
H -1.61145 -0.82184 -1.24666 -0.2 -0.1 -0.1
H 0.07942 -2.56177 1.74309 -0.1 0.1 0.2
H 2.01614 -0.64603 -0.59071 0.2 0.3 -0.2
H 0.69645 0.61127 1.89150 -0.2 -0.1 0.1
H 3.24639 0.65255 -0.28362 0.0 -0.1 0.1
H 1.68188 1.03650 -1.02601 0.0 -0.1 0.0
H 2.91405 0.15160 -1.93900 -0.1 -0.1 0.0

---

Record 2
20
Properties=species:S:1:pos:R:3:forces:R:3 method="wB97M-V/def2-TZVPD" smiles="[NH3+]C[C@@H]1C=CS[C@H]1[NH3+]" homo_ev=-17.0 e_tot_ha=-704.72619 total_charge=+2 spin_multiplicity=1
C -1.07458 0.53553 -0.44290 -1.8 2.2 -0.3
C -1.32022 1.23784 0.66998 -0.5 -0.1 -0.3
C 0.00470 -0.38871 -0.42067 2.8 -2.1 4.2
C 0.15703 -0.75888 1.27723 2.0 0.9 -3.3
C 1.42221 0.17708 -0.78228 -1.1 -0.1 -1.7
N -0.92388 -1.60647 1.81792 -1.5 -1.4 -0.8
N 1.17092 1.04096 -1.98525 -3.9 0.0 0.2
S -0.25333 0.83443 2.00960 0.6 0.7 0.7
H -1.63532 0.71855 -1.35343 -0.3 -0.1 0.1
H -2.16631 1.93754 0.80482 0.8 -0.2 0.0
H -0.22005 -1.32159 -0.87643 0.1 -0.8 -0.8
H 1.24868 -1.19553 1.35651 -2.5 0.8 0.7
H 2.23142 -0.51888 -1.03474 -0.6 -0.2 0.1
H 1.81727 0.89258 -0.13346 0.3 0.7 1.9
H -1.06835 -2.57451 1.39184 0.3 1.3 0.6
H -1.82418 -1.05327 1.79971 0.8 -0.8 -0.5
H -0.78251 -1.68664 2.81518 0.3 -0.5 0.7
H 0.23353 1.67342 -1.83023 2.8 -1.8 -0.6
H 1.08354 0.45765 -2.79962 -0.9 -0.5 -0.7
H 1.89944 1.59893 -2.28380 2.4 2.2 -0.1

---

Record 3
21
Properties=species:S:1:pos:R:3:forces:R:3 method="wB97M-V/def2-TZVPD" smiles="NBO/C=C/c1ccccc1" homo_ev=-8.7 e_tot_ha=-465.67255 total_charge=0 spin_multiplicity=1
B -1.69527 1.62380 2.84661 0.2 -1.8 -3.1
C 1.36959 -1.74952 -2.86441 0.3 0.2 3.0
C 0.28718 -0.88289 -2.67608 0.4 -0.3 -0.9
C 2.18766 -1.97750 -1.69369 -1.9 1.1 -2.4
C 0.09555 -0.28060 -1.47009 -2.0 2.4 2.6
C 1.89033 -1.27818 -0.51883 -0.1 -1.7 1.3
C 0.77148 -0.48375 -0.24106 0.3 1.5 -2.9
C -1.06510 0.00702 1.19052 -1.0 -1.2 2.8
C 0.19828 0.31955 0.93992 0.5 -2.0 -1.0
N -1.55199 2.77284 2.03249 -1.3 1.3 -0.1
O -1.70282 0.24462 2.43991 0.9 3.3 -0.7
H -1.74528 1.87518 3.89542 -0.3 0.2 3.7
H 1.52498 -2.33100 -3.72980 0.1 -0.3 -1.0
H -0.44804 -0.59984 -3.42667 0.4 -0.4 -0.3
H 2.97488 -2.73258 -1.76837 -0.2 0.5 0.4
H -0.70041 0.50036 -1.29450 0.5 -1.0 -1.1
H 2.35702 -1.77452 0.27656 1.3 0.1 1.6
H -1.69093 -0.77669 0.80544 0.4 -0.1 -1.3
H -1.94019 2.91138 1.10714 0.6 -0.7 -0.3
H 0.71688 0.96970 1.63613 0.4 -0.2 -0.3
H -1.83381 3.64262 2.51335 0.6 -0.8 0.0

---

Record 4
64
Properties=species:S:1:pos:R:3:forces:R:3 method="wB97M-V/def2-TZVPD" homo_ev=-4.8 e_tot_ha=-1995.10901 total_charge=-1 spin_multiplicity=1
C -2.75067 2.82007 2.83383 -0.5 -0.7 0.3
C -2.28941 1.24351 3.02161 1.1 0.7 0.3
F -3.48703 0.32919 3.09721 2.0 1.9 -0.3
C -1.20060 0.73870 1.87195 -1.5 0.2 0.2
In 0.52674 -0.32164 2.97871 0.4 -0.4 -0.7
Cl -0.23249 -1.07494 5.26926 0.1 0.3 -0.6
C 2.25556 1.16916 3.33127 -0.4 2.4 1.0
C 1.61971 2.31177 4.35292 1.2 -1.5 2.3
N 1.65058 2.20297 5.72711 -0.4 1.3 -5.1
H -3.75321 3.02723 3.44548 2.1 -0.5 -1.4
H -2.88370 3.05530 1.69455 0.1 -0.4 2.2
H -1.92935 3.52250 3.28338 -1.4 -1.4 -0.9
H -1.77120 1.15959 4.07873 -1.4 0.0 -2.0
H -1.73580 -0.03417 1.14067 1.3 1.9 1.5
H -0.78604 1.67203 1.27308 -1.1 -1.9 1.1
H 1.12245 -1.78697 2.05707 -0.3 0.6 0.6
H 2.51023 1.74004 2.31617 -0.4 -1.3 2.1
H 3.17230 0.59966 3.78550 -1.8 1.3 -0.7
H 1.11770 3.24750 3.85796 0.8 -1.8 0.7
H 1.17700 3.06965 6.06712 0.3 -0.8 -0.2
N 1.19125 -0.80047 -0.90940 0.4 0.4 -1.0
C 2.43507 -0.28817 -1.03516 -0.9 -0.4 0.3
C 2.94571 0.21296 -2.22186 -0.2 0.0 -0.3
C 2.13459 0.18466 -3.35137 0.0 0.0 0.0
C 0.84934 -0.33857 -3.25399 0.2 0.0 0.0
C 0.42648 -0.81293 -2.02270 0.5 0.0 0.9
H 3.03039 -0.29118 -0.12673 0.0 0.0 0.0
H 3.95155 0.61512 -2.26450 -0.1 0.0 0.0
H 2.50072 0.56732 -4.29961 -0.1 0.0 0.1
H 0.19280 -0.37536 -4.11588 0.1 0.1 0.1
H -0.56952 -1.22759 -1.89480 0.0 0.0 0.0
N 3.79974 -2.27680 4.47159 1.0 -0.5 0.4
C 3.71580 -3.07779 5.55635 -0.2 0.6 -0.8
C 4.79085 -3.77403 6.08519 0.3 0.0 -0.2
C 6.02822 -3.64588 5.46309 0.0 0.0 0.0
C 6.14602 -2.82972 4.34277 0.0 -0.2 0.2
C 5.01428 -2.17079 3.89012 -1.0 0.0 0.4
H 2.72881 -3.14767 6.00427 0.0 0.1 0.0
H 4.66630 -4.40132 6.96055 0.0 0.1 -0.1
H 6.89366 -4.17730 5.84811 -0.1 0.0 0.0
H 7.09624 -2.70924 3.83499 -0.1 0.0 0.0
H 5.05579 -1.51946 3.02158 0.0 0.0 0.0
N -0.74662 0.90618 -6.07071 -0.5 -0.1 -1.0
C -0.46257 1.76189 -7.07690 -0.1 -0.5 0.8
C -1.04584 1.69618 -8.33214 -0.2 -0.2 0.0
C -1.97484 0.68980 -8.57434 0.0 0.0 0.0
C -2.28688 -0.20793 -7.55856 0.1 0.2 -0.2
C -1.65363 -0.05915 -6.33513 0.6 0.6 0.3
H 0.27066 2.52728 -6.83983 -0.1 0.0 0.0
H -0.78185 2.41198 -9.10234 0.0 -0.1 0.1
H -2.45198 0.60579 -9.54642 0.1 0.0 0.1
H -3.00624 -1.00361 -7.71570 0.1 0.1 0.0
H -1.86609 -0.73259 -5.50951 0.0 0.0 -0.1
N -3.99353 -1.47531 -0.68300 -0.5 0.8 -0.5
C -4.45987 -1.31250 -1.94053 0.3 -0.1 0.9
C -5.04478 -0.14341 -2.40016 0.0 0.1 0.1
C -5.16354 0.92449 -1.51700 0.0 0.0 0.1
C -4.69435 0.78674 -0.21470 -0.2 0.1 -0.4
C -4.12109 -0.42054 0.15105 0.2 -1.0 -0.2
H -4.34734 -2.17520 -2.59072 0.0 0.0 0.0
H -5.39952 -0.06753 -3.42176 0.0 0.0 0.1
H -5.61768 1.85647 -1.84078 0.0 -0.1 0.0
H -4.77263 1.60005 0.49782 0.1 -0.1 0.0
H -3.73663 -0.57601 1.15520 -0.2 0.1 -0.2

---

Record 5
99
Properties=species:S:1:pos:R:3:forces:R:3 method="wB97M-V/def2-TZVPD" homo_ev="-9.8 / -9.8" e_tot_ha=-1739.05223 total_charge=+1 spin_multiplicity=2
C 4.12234 2.30471 1.23451 0.2 1.4 0.8
C 5.02417 2.05813 2.48743 -0.4 -0.1 -2.1
O 5.09743 0.66868 2.75444 -0.1 -0.3 0.6
H 4.50562 2.05358 0.24552 0.3 -0.8 0.3
H 4.04325 3.38603 1.12229 -0.2 0.4 0.2
H 3.09488 1.96360 1.36123 0.2 -0.3 0.1
H 4.67387 2.61725 3.35505 -0.2 -0.4 0.0
H 6.02311 2.41870 2.24202 0.1 0.2 0.2
H 5.50107 0.27974 1.97508 0.1 -0.1 -0.1
C -0.49786 7.00954 0.50865 0.6 -1.1 -0.4
C -0.55128 5.46076 0.79752 0.2 2.7 -0.9
O -1.45406 5.19611 1.83529 -0.5 -0.8 0.3
H -0.04383 7.57887 1.31971 -0.1 0.0 -0.1
H -1.46261 7.42083 0.21168 -0.3 -0.2 0.6
H 0.07563 7.13312 -0.41001 0.5 0.1 0.1
H 0.42437 5.05204 1.06047 0.2 0.1 -0.3
H -0.88434 5.09667 -0.17440 -0.3 -0.8 0.3
H -0.94522 5.32519 2.63904 -0.3 -0.1 0.3
C -2.36389 4.08348 -2.86735 1.3 -1.5 0.5
C -0.95552 3.52826 -2.46782 -1.6 1.6 -0.4
O -0.19656 4.73606 -2.38238 0.4 -0.8 0.0
H -2.69359 4.66020 -2.00316 -0.3 0.3 -0.4
H -2.99801 3.21156 -3.02783 -0.4 0.2 0.0
H -2.25817 4.64320 -3.79666 -0.2 0.2 0.3
H -0.60967 2.81745 -3.21831 0.4 0.1 -0.1
H -1.01770 3.03220 -1.49923 0.1 -0.2 0.0
H 0.64076 4.52805 -1.96141 0.3 0.1 0.0
O 2.68813 1.46215 -1.71603 0.0 0.1 -0.5
H 2.72883 0.52953 -1.50442 0.1 -0.3 0.1
H 2.11764 1.83595 -1.04441 -0.3 0.2 0.4
O 0.50198 2.36124 0.39184 0.3 -0.1 -0.6
H -0.23302 2.96930 0.47107 -0.2 0.2 0.1
H 0.37487 1.73674 1.10602 0.0 -0.2 0.6
O -0.68582 1.49107 2.98085 0.2 0.0 -0.3
H -0.69784 1.12304 3.86440 0.1 -0.1 0.3
H -1.60315 1.68665 2.78985 -0.4 0.2 -0.1
O -3.48991 3.24496 1.04307 -0.1 -0.7 -0.2
H -3.93351 3.63282 0.28875 -0.2 0.1 -0.1
H -2.72730 3.80521 1.18720 0.4 0.6 0.4
C -3.75789 0.15636 -0.69108 -0.5 1.2 -0.5
C -2.80649 -0.80645 -1.41180 0.2 -1.8 0.3
C -3.21608 -2.28500 -1.16475 -1.0 0.3 0.3
C -4.53094 -2.75087 -1.83155 1.2 0.6 -0.7
C -4.38079 -2.47004 -3.35491 -0.4 0.3 1.1
C -3.93181 -0.99456 -3.76919 -1.0 -2.5 -0.2
N -2.74030 -0.58017 -2.88613 -4.1 -0.2 0.9
O -2.11676 0.54256 -3.21188 0.0 -0.1 -1.0
C -3.48032 -1.13042 -5.22953 0.5 1.3 0.7
C -5.13429 -0.01760 -3.69372 0.9 0.7 1.0
C -1.39332 -0.60471 -0.90590 0.2 0.9 0.2
H -4.80269 -0.13384 -0.58026 0.2 -0.5 -0.3
H -3.79044 1.11015 -1.21771 0.1 0.2 0.0
H -3.40546 0.41405 0.30767 0.3 -0.3 -0.1
H -2.39287 -2.92859 -1.47491 0.0 -0.1 0.1
H -3.35639 -2.33788 -0.08511 0.4 -0.2 0.1
H -5.44329 -2.31112 -1.42864 0.2 0.7 0.0
H -4.72011 -3.80348 -1.62102 0.4 -0.2 -0.3
H -5.38461 -2.68572 -3.72090 0.1 0.4 -0.8
H -3.70163 -3.16944 -3.84242 0.1 -0.1 0.2
H -2.54263 -1.68613 -5.23491 0.0 0.0 -0.5
H -4.23523 -1.59316 -5.86520 0.0 -0.2 0.4
H -3.35311 -0.10811 -5.58562 0.4 -0.1 -0.4
H -5.76425 -0.14242 -2.81299 0.1 -0.3 0.0
H -4.70379 0.97931 -3.59915 -0.3 0.3 -0.3
H -5.77701 -0.07516 -4.57219 0.4 -0.2 -0.1
H -1.17869 0.46209 -0.84289 0.2 0.1 0.0
H -0.66028 -1.05461 -1.57549 0.1 -0.3 0.3
H -1.30459 -0.97620 0.11499 0.1 -0.3 -0.2
H -1.24398 0.18976 -3.39996 1.3 0.7 -0.2
C 0.56132 -1.79890 2.08745 0.8 -1.4 -1.3
C 1.72829 -2.75542 2.45994 0.0 -1.0 -0.2
C 1.19960 -4.26252 2.52422 1.1 -0.1 0.9
C 2.37430 -5.26617 2.74074 -1.7 0.1 1.5
C 3.37615 -5.14455 1.68947 1.0 -0.8 -0.5
C 3.93903 -3.73473 1.49484 1.1 0.1 -1.5
N 2.92073 -2.70837 1.51559 -3.5 -1.9 0.0
O 3.41927 -1.46826 1.25634 0.1 1.0 0.4
C 5.17453 -3.51649 2.46102 -0.9 -0.7 -0.8
C 4.41997 -3.71548 0.02291 1.3 0.1 -0.1
C 2.14008 -2.37624 3.83857 0.4 0.1 1.0
H -0.28051 -1.86820 2.77638 0.4 0.1 0.4
H 0.16998 -2.25113 1.17617 -0.1 0.6 -0.5
H 0.92736 -0.78193 1.94637 -0.3 0.0 0.0
H 0.55003 -4.41880 3.38546 -0.1 0.6 0.3
H 0.55332 -4.62193 1.72343 0.4 0.5 -0.7
H 1.98068 -6.27317 2.87905 -0.3 -0.2 -0.8
H 2.84353 -5.22837 3.72384 0.0 1.0 0.3
H 2.99283 -5.63837 0.79654 -0.2 0.7 -0.5
H 4.21077 -5.80141 1.93454 0.3 0.1 0.1
H 4.84087 -3.70080 3.48219 0.3 0.3 0.1
H 5.89448 -4.28395 2.17680 0.0 -0.1 0.2
H 5.72802 -2.58641 2.33178 -0.5 0.3 0.2
H 4.92639 -2.79102 -0.25457 -0.3 0.3 0.2
H 5.21368 -4.44320 -0.14610 -0.1 -0.5 0.1
H 3.62814 -3.89441 -0.70448 -0.2 0.0 0.3
H 2.79698 -3.14053 4.25385 -0.1 0.2 0.3
H 1.23864 -2.24813 4.43781 0.2 -0.2 0.4
H 2.66300 -1.42040 3.87065 0.1 0.1 -0.1
H 3.78346 -1.21195 2.10680 0.5 1.0 0.3

---

Record 6
15
Properties=species:S:1:pos:R:3:forces:R:3 method="wB97M-V/def2-TZVPD" smiles="O=CCC1(O)CC1" homo_ev=-9.6 e_tot_ha=-345.72885 total_charge=0 spin_multiplicity=1
O 0.35935 -0.00291 -1.34998 -0.7 0.3 -0.1
C -0.26957 0.03306 -0.04447 0.2 0.0 -0.7
C 0.85125 -0.01780 0.99364 0.2 0.1 -0.3
C 2.03225 -0.29098 0.04793 0.5 0.1 0.8
O 2.81755 0.55492 -0.30917 -0.1 -0.3 0.3
C -1.55029 -0.73104 -0.10566 0.0 -0.2 -0.1
C -1.56558 0.77957 -0.10314 0.0 0.2 0.0
H 0.79753 0.84943 -1.52126 -0.3 -0.3 0.1
H 1.01325 0.92689 1.52524 -0.1 -0.1 -0.2
H 0.76747 -0.83776 1.71834 -0.2 0.2 -0.2
H 2.09823 -1.34680 -0.27321 0.2 0.1 0.0
H -1.96003 -1.23213 0.76580 0.3 0.1 0.0
H -1.69569 -1.25172 -1.04404 -0.2 0.1 0.1
H -1.70552 1.27904 -1.05651 -0.2 0.0 0.2
H -1.99018 1.28824 0.75648 0.2 -0.1 0.0

---

Record 7
19
Properties=species:S:1:pos:R:3:forces:R:3 method="wB97M-V/def2-TZVPD" smiles=CCO[C@H]1C[C@H]1C homo_ev=-8.1 e_tot_ha=-310.94787 total_charge=0 spin_multiplicity=1
C 2.70926 0.66677 0.15912 0.1 0.0 0.0
C 1.62425 -0.31092 -0.24012 0.2 0.1 0.0
O 0.58583 -0.15604 0.71920 0.3 0.2 0.6
C -0.49189 -0.97014 0.50729 0.2 0.1 0.2
C -1.80433 -0.71963 1.07857 0.0 -0.1 0.4
C -1.73113 -0.46789 -0.40450 1.2 0.6 0.4
C -1.83907 0.99462 -0.82546 0.3 -0.1 0.0
H 3.05320 0.45233 1.17533 0.0 0.0 -0.1
H 2.31824 1.68826 0.13942 0.1 -0.1 0.0
H 3.56330 0.60448 -0.51976 -0.1 0.0 0.0
H 2.00936 -1.34511 -0.22976 -0.2 0.2 0.1
H 1.27080 -0.10874 -1.26672 -0.1 0.0 0.3
H -0.25870 -2.04220 0.37711 0.1 0.6 -0.4
H -1.77214 0.21286 1.64137 -0.5 0.0 -0.2
H -2.39615 -1.50523 1.53367 0.0 0.0 0.0
H -1.24997 -1.16810 -1.05795 -2.1 -0.9 -1.4
H -1.66247 1.13564 -1.89690 0.1 -0.1 0.2
H -2.82341 1.45584 -0.62734 0.3 -0.6 0.1
H -1.10498 1.58320 -0.26259 0.0 0.1 -0.2

---

Record 8
17
Properties=species:S:1:pos:R:3:forces:R:3 method="wB97M-V/def2-TZVPD" homo_ev=-7.5 e_tot_ha=-475.18962 total_charge=0 spin_multiplicity=1
C 0.73803 0.05757 -0.19997 0.2 0.1 0.4
C -0.15447 -0.94237 -0.71548 0.2 -0.2 -0.1
C 1.06281 1.28672 -0.95482 0.1 -0.1 0.0
N -1.73813 -0.18312 0.59014 0.3 0.0 0.2
O -1.10910 -0.77089 1.81923 -0.1 0.2 -0.3
O -1.61419 1.24376 0.74951 0.0 -0.3 0.0
O 1.16092 0.00557 1.02762 -0.1 0.1 -0.5
O 1.39426 -1.37943 -1.47150 -0.6 0.3 0.5
H -1.70396 -0.58716 2.55789 0.0 0.0 -0.1
H -2.50385 1.53392 0.99099 0.1 -0.1 0.0
H 0.44290 -0.43969 1.58836 -0.1 -0.1 -0.1
H 1.77342 -2.05790 -0.89510 -0.1 0.1 0.0
H -0.37526 -1.83083 -0.15042 0.0 0.0 0.0
H -0.73950 -0.73726 -1.59449 0.0 0.0 0.0
H 1.00434 1.12786 -2.02745 0.0 0.0 0.0
H 0.31227 2.02181 -0.64099 0.0 -0.1 0.0
H 2.04952 1.65143 -0.67352 0.0 0.0 0.0

---

Record 9
19
Properties=species:S:1:pos:R:3:forces:R:3 method="wB97M-V/def2-TZVPD" homo_ev="-7.3 / -7.3" e_tot_ha=-310.88735 total_charge=0 spin_multiplicity=1
C 0.41891 2.27495 -0.68485 0.1 0.0 0.1
C 0.29131 0.80466 -0.50674 -0.1 0.0 0.1
C 1.48985 -0.19492 0.66561 0.5 -0.2 0.0
C -0.15462 0.18052 0.65587 -0.1 0.2 -0.1
O -2.28454 -0.27148 0.77831 -0.5 0.0 0.1
C -1.20265 -0.99720 0.67182 0.6 -0.2 -0.1
C -1.09820 -1.87273 -0.58969 -0.1 0.0 -0.1
H 1.20951 2.56445 -1.38201 -0.1 -0.1 0.1
H -0.54321 2.59192 -1.11314 0.1 0.0 0.0
H 0.54070 2.79866 0.26645 0.0 -0.1 -0.1
H 0.44227 0.18472 -1.39015 -0.1 0.0 0.1
H 1.54638 -0.43103 1.73475 -0.1 0.1 -0.2
H 2.25794 0.56010 0.47575 0.0 -0.1 0.0
H 1.68300 -1.09325 0.08152 -0.1 0.2 0.1
H -0.36067 0.82852 1.50377 0.1 0.0 -0.1
H -0.91433 -1.63982 1.55032 -0.1 0.1 -0.1
H -1.41563 -1.28455 -1.45786 0.0 -0.1 0.1
H -1.80448 -2.70063 -0.48236 0.1 0.1 0.0
H -0.10154 -2.30289 -0.77736 -0.1 0.1 0.1

---

Record 10
13
Properties=species:S:1:pos:R:3:forces:R:3 method="wB97M-V/def2-TZVPD" smiles="C=C1CCC(=O)O1" homo_ev=-9.1 e_tot_ha=-344.57866 total_charge=0 spin_multiplicity=1
C -1.94421 -0.94907 -0.04198 0.7 -0.4 0.1
C -0.62981 -0.56441 0.01074 -4.6 0.5 -0.9
C -0.26395 0.88787 -0.13956 1.3 -0.7 1.2
C 1.25950 0.83626 0.14558 -1.7 0.2 1.5
C 1.57813 -0.60638 0.03000 0.0 -0.8 -0.2
H -2.17531 -2.01481 0.11506 0.1 0.6 -0.2
H -2.86845 -0.29123 -0.25641 2.2 -0.8 0.5
H -0.43722 1.27807 -1.10045 -0.4 0.3 -1.3
H -0.88443 1.41417 0.58093 0.4 0.4 0.0
H 1.90328 1.37454 -0.49567 0.5 0.8 -0.6
H 1.40762 1.13119 1.19837 0.4 -0.1 -0.4
O 2.62545 -1.10519 -0.18297 0.8 -0.4 0.1
O 0.42942 -1.39101 0.13635 0.5 0.4 0.1